[1]
C31H37N5O6 | the ωB97M-V functional and the def2-TZVPD basis

```
79
C31H37N5O6 the ωB97M-V functional and the def2-TZVPD basis
O 1.516 -2.560 1.874
O 5.190 2.616 -0.414
O -1.402 -3.467 -0.581
O -1.119 -1.673 1.417
O -2.649 -3.964 1.223
O 2.942 -3.087 -1.225
N 3.894 2.167 -0.517
N -2.565 -0.804 -0.051
N 4.621 -1.404 0.657
N 5.652 -1.156 1.457
N 6.289 -0.142 1.011
C -1.435 -0.749 0.665
C -4.957 -1.170 -1.711
C 1.015 1.988 1.441
C 3.011 2.716 0.207
C -3.182 1.784 1.236
C -3.947 -2.277 -1.398
C 5.691 0.303 -0.115
C 1.780 -2.618 -0.571
C -2.271 4.015 1.239
C -1.764 -5.031 1.547
C -3.122 0.316 -0.805
C 3.806 -3.543 -0.216
C 0.141 0.532 -0.754
C 2.231 -2.036 0.794
C -2.223 2.674 -0.763
C 1.240 1.356 -0.870
C -5.277 1.320 -1.653
C 1.708 2.069 0.234
C -0.050 1.120 1.572
C 3.709 -2.485 0.897
C 4.603 -0.513 -0.357
C -2.290 -3.208 0.191
C 6.086 1.565 -0.816
C -0.488 0.381 0.480
C -1.962 5.296 1.949
C -3.292 -2.067 -0.035
C -4.643 0.123 -0.949
C -1.943 3.853 -0.101
C -2.831 1.617 -0.097
C 6.107 1.399 -2.332
C -2.903 2.966 1.894
H -5.148 2.228 -1.070
H -1.952 2.566 -1.803
H -6.341 1.146 -1.792
H -1.539 -5.619 0.655
H 6.801 0.610 -2.607
H -5.964 -1.494 -1.447
H 1.773 1.437 -1.804
H 1.362 2.549 2.296
H 3.926 -2.884 1.888
H -3.146 -2.294 -2.140
H -4.823 1.472 -2.631
H -1.456 4.659 -0.631
H -4.948 -0.970 -2.784
H -0.836 -4.624 1.954
H -0.985 5.672 1.654
H -2.678 0.341 -1.810
H 2.173 -0.937 0.791
H -3.175 3.073 2.935
H 7.056 1.901 -0.439
H -2.276 -5.635 2.291
H -0.204 -0.039 -1.603
H -0.537 0.995 2.527
H 1.310 -1.879 -1.218
H 4.807 -3.637 -0.638
H -4.027 -2.089 0.779
H 5.112 1.141 -2.684
H 1.072 -3.438 -0.394
H -1.977 5.158 3.027
H -3.655 0.974 1.773
H -4.430 -3.254 -1.415
H -5.064 0.056 0.058
H 3.215 3.538 0.894
H 6.418 2.329 -2.801
H 0.584 -2.280 1.801
H 3.471 -4.514 0.175
H -2.702 6.054 1.693
H 3.868 -0.532 -1.131
```

## Properties
net charge	0
relative energy (zero: lowest compared OMol25 entry of this formula, charge and spin)	0.0	kcal per mole
HOMO level	-8.6794	eV
calculated total energy	-1928.66050	Ha
SMILES	COC(=O)[C@@H]1CC[C@H](C)[C@@H](c2ccc(C)cc2)N1C(=O)c1ccc(/C=N/O[C@H](C)c2cn([C@@H]3COC[C@H]3O)nn2)cc1



[2]
C31H38AsBrCl2IrN2O6SSi2 | the ωB97M-V functional and the def2-TZVPD basis

```
85
C31H38AsBrCl2IrN2O6SSi2 the ωB97M-V functional and the def2-TZVPD basis
Ir 0.744 -0.435 0.073
Br 0.453 -1.175 -2.937
As 3.127 -0.122 0.319
Cl 1.864 4.112 -3.048
Cl -0.953 3.839 -3.739
S -0.015 -2.748 0.239
Si 3.981 2.053 0.502
Si 4.379 -1.206 -1.336
O -1.486 -1.321 3.551
O 3.568 -7.753 3.177
O -0.191 0.165 1.881
O 1.145 1.602 -1.324
O 4.968 -6.076 3.472
O -0.768 2.764 -0.983
N -1.395 -0.038 -0.584
N -2.111 0.191 0.513
C 1.888 -6.043 1.545
C -3.208 1.856 3.028
C 3.076 -4.189 2.472
C 2.935 -5.565 2.332
C 5.221 1.937 1.899
C -2.341 -0.290 3.686
C -3.875 -0.200 -5.622
C 1.012 -5.175 0.916
C -1.376 0.841 1.643
C 2.194 -3.316 1.858
C 6.161 -1.252 -0.780
C 4.886 2.639 -1.006
C 3.915 -6.444 3.032
C -3.209 0.258 -4.484
C -5.071 1.749 -4.070
C -5.126 0.285 -5.968
C 0.453 3.006 -3.050
C 4.259 -0.407 -3.008
C 0.225 2.434 -1.621
C 2.646 3.248 0.971
C -4.165 0.718 4.901
C -1.310 -0.446 -2.987
C 3.729 -2.943 -1.444
C -3.272 -0.329 4.722
C -1.876 -0.314 -4.183
C -1.976 -0.166 -1.714
C -5.735 1.259 -5.186
C 1.144 -3.785 1.055
C -2.318 0.812 2.821
C -3.819 1.259 -3.722
C -4.140 1.825 4.060
H 6.770 -1.834 -1.483
H 2.303 -2.252 2.001
H 1.882 2.766 1.590
H 1.758 -7.108 1.368
H -3.056 -0.051 -1.759
H 3.090 4.074 1.538
H 3.888 -3.815 3.085
H 4.714 1.679 2.833
H 4.205 2.742 -1.854
H 5.702 1.964 -1.285
H -4.826 2.650 4.208
H -6.710 1.645 -5.455
H 0.702 2.193 -3.718
H -3.291 1.700 -2.888
H -3.275 -1.194 5.376
H -4.882 0.672 5.713
H -0.826 -1.065 2.867
H -1.327 -0.699 -5.035
H 2.678 -2.967 -1.752
H 5.972 1.164 1.703
H 3.788 -3.441 -0.472
H -3.160 2.714 2.362
H -3.400 -0.956 -6.239
H 4.319 -3.517 -2.169
H 3.222 -0.392 -3.360
H 4.862 -0.986 -3.719
H 2.148 3.645 0.085
H 6.593 -0.248 -0.702
H 5.316 3.622 -0.780
H 6.229 -1.725 0.205
H 0.214 -5.562 0.293
H -1.191 1.878 1.351
H -5.626 -0.095 -6.851
H 2.662 -7.873 2.866
H -5.518 2.535 -3.473
H 5.738 2.894 2.038
H 4.618 0.624 -3.001
H -3.078 0.459 0.383
```

## Properties
net charge	-1
2S+1	5
relative energy (zero: lowest compared OMol25 entry of this formula, charge and spin)	0.0	kcal per mole
HOMO level (alpha / beta)	-4.0522 / -5.2671	eV
calculated total energy	-8576.82847	Ha